No. 1
Entry from the OMol25 dataset: C16H28Ge2O7P2Pt as an isolated structure in a non-equilibrium geometry (wB97M-V/def2-TZVPD).

Output
strongest force on any atom	2.89	eV Å⁻¹
energy relative to the best compared isomer or geometry (same formula, charge and spin)	0.316	eV
charge	0
frontier orbital gap (spin up / spin down)	9.239 / 6.547	eV
<S²>	2.01
spin multiplicity	3
lowest unoccupied orbital energy (spin up / spin down)	0.00 / -2.99	eV

Each line ends with the Löwdin charge.
Positions of all 56 atoms, in Å:
1 Pt 0.433 -1.410 -1.530  0.999
2 Ge 0.069 -0.248 0.817  0.929
3 Ge 0.519 1.064 -1.901  0.821
4 P -0.641 -3.788 -3.401  0.235
5 P -1.382 -3.995 -0.646  0.221
6 O -1.597 -3.825 -4.686  -0.122
7 O -1.749 -3.939 -2.230  -0.252
8 O -0.091 -2.323 -3.373  -0.448
9 O -0.598 -5.366 -0.562  -0.091
10 O -2.469 -3.921 0.331  -0.242
11 O 0.273 -4.953 -3.385  -0.276
12 O -0.208 -3.007 -0.530  -0.499
13 C -0.609 2.666 2.551  -0.027
14 C 1.198 1.976 -0.387  -0.236
15 C -0.684 3.381 3.775  -0.071
16 C -1.225 1.656 -2.546  -0.329
17 C -1.689 -0.765 1.471  -0.347
18 C 0.720 1.599 0.797  -0.380
19 C 2.526 1.820 -4.024  -0.177
20 C 0.661 2.400 2.021  -0.275
21 C 1.619 -0.933 3.069  -0.136
22 C 0.424 3.809 4.469  -0.075
23 C -1.944 -0.728 2.965  -0.166
24 C 1.800 2.768 2.736  -0.046
25 C -2.407 0.751 -2.087  -0.152
26 C 1.692 3.445 3.962  -0.057
27 C 1.642 -1.259 1.537  -0.306
28 C 1.627 0.723 -3.532  -0.387
29 H -1.123 1.598 -3.594  0.034
30 H -2.365 0.702 -1.030  0.007
31 H -1.559 -1.590 3.473  0.057
32 H -1.956 -1.771 1.042  0.053
33 H 1.459 -2.328 1.408  0.053
34 H 2.777 2.498 2.325  0.123
35 H -1.654 3.574 4.166  0.095
36 H 2.273 -0.173 -3.415  0.062
37 H 1.549 0.128 3.307  0.047
38 H -3.389 1.125 -2.304  0.063
39 H -1.539 0.157 3.410  0.033
40 H -2.367 -0.313 -2.433  0.081
41 H 2.600 3.722 4.462  0.096
42 H -2.383 -0.073 0.987  0.046
43 H 2.530 -1.301 3.511  0.070
44 H 3.124 1.492 -4.823  0.050
45 H -0.120 -5.535 -1.369  0.037
46 H 0.336 4.269 5.425  0.095
47 H -1.404 2.708 -2.298  0.071
48 H 0.851 0.421 -4.231  0.051
49 H 0.713 -1.336 3.519  0.056
50 H -1.527 2.355 2.134  0.098
51 H 1.738 2.903 -0.507  0.070
52 H 3.181 2.102 -3.210  0.061
53 H 2.511 -0.830 0.982  0.070
54 H -3.075 -0.656 3.233  0.114
55 H 2.078 2.785 -4.369  0.089
56 H -1.171 -4.230 -5.482  0.109

Atoms 1-6, force components in eV/Å:
Pt 0.1 0.7 0.0
Ge 0.4 -1.2 -0.4
Ge 0.1 -1.3 -1.2
P -0.2 -0.2 -0.7
P 0.6 -1.2 -0.2
O 0.4 -0.2 -0.7



No. 2
Entry from the OMol25 dataset: an isolated ion of composition C5H10N3OS and charge +1 in a non-equilibrium geometry (wB97M-V/def2-TZVPD).

Output
strongest force on any atom	3.72	eV Å⁻¹
energy relative to the best compared isomer or geometry (same formula, charge and spin)	3.871	eV
charge	+1
frontier orbital gap	7.951	eV
lowest unoccupied orbital energy	-5.69	eV

Each line ends with the Löwdin charge.
Positions of all 20 atoms, in Å:
1 S -0.076 1.833 3.450  1.047
2 O 0.640 1.305 -1.711  0.018
3 N -0.170 1.727 0.683  0.153
4 N -0.221 0.268 -1.302  0.045
5 N -2.052 0.342 0.212  0.190
6 C 1.607 -0.425 0.310  0.007
7 C 0.238 -0.598 -0.208  -0.404
8 C -0.275 1.774 1.926  -0.586
9 C -0.178 -2.052 -0.512  0.015
10 C -0.743 0.480 0.025  -0.469
11 H 1.875 0.561 -0.033  0.083
12 H -2.371 -0.589 0.369  0.108
13 H 0.076 -2.597 -1.467  0.119
14 H -1.259 -2.174 -0.300  0.079
15 H 0.738 1.131 -2.594  0.078
16 H 0.451 -2.569 0.235  0.088
17 H 1.850 -0.594 1.300  0.080
18 H -2.620 1.047 -0.113  0.098
19 H 0.365 2.246 0.024  0.157
20 H 2.126 -1.114 -0.293  0.094

Atoms 1-6, force components in eV/Å:
S -0.8 -0.1 -1.5
O 0.0 0.8 3.6
N -1.5 -2.0 -0.4
N 0.3 1.1 -0.5
N -0.4 -1.5 2.2
C -0.3 1.1 -2.4



No. 3
Entry from the OMol25 dataset: C3H4O2 as an isolated structure in a non-equilibrium geometry (wB97M-V/def2-TZVPD).

Output
strongest force on any atom	5.37	eV Å⁻¹
energy relative to the best compared isomer or geometry (same formula, charge and spin)	1.143	eV
charge	0
frontier orbital gap	11.267	eV
lowest unoccupied orbital energy	0.84	eV

Each line ends with the Löwdin charge.
Positions of all 9 atoms, in Å:
1 O 0.325 -1.198 -0.144  0.070
2 O 2.355 -0.253 0.011  0.121
3 C 1.149 -0.206 -0.064  -0.492
4 C -0.042 0.783 -0.090  -0.018
5 C -0.857 -0.473 0.026  -0.150
6 H 0.029 1.273 0.849  0.110
7 H -0.002 1.418 -0.888  0.090
8 H -1.308 -0.763 1.022  0.145
9 H -1.650 -0.581 -0.724  0.124

Atoms 1-6, force components in eV/Å:
O -0.2 -5.4 -0.4
O -1.8 0.3 -0.1
C 2.1 2.0 -0.4
C 1.7 -0.6 3.2
C -2.1 0.5 0.4
H -0.3 1.2 0.7